DFT (ωB97M-V/def2-TZVPD) results for a cluster of 2 separate species, C3H5Cl3OSi in total in a non-equilibrium geometry.

```
13
Properties=species:S:1:pos:R:3
C -0.3608 -2.6625 0.9389
C 1.7320 0.3672 0.1781
C -1.5213 0.7127 -0.0448
O -0.9744 -3.4711 1.3815
Si 0.2868 0.5425 -0.9987
Cl -1.2799 1.8960 1.2829
Cl -2.1780 -0.8269 0.5801
Cl -2.6019 1.2479 -1.3368
H 2.8140 0.5572 -0.2600
H 1.7712 1.0433 0.9930
H 1.9177 -0.6965 0.6580
H 0.3305 1.9359 -1.5819
H 0.0641 -0.6457 -1.7901
```

energy relative to the best compared isomer or geometry (same formula, charge and spin)	410.0	kJ/mol
LUMO level	0.582	eV
E_tot	-50683.1837	eV

These are the natural (NBO) partial charges, in e, on atoms 1 to 8: 0.474, -1.161, -0.483, -0.500, 1.154, -0.001, 0.018, 0.015

---

DFT (ωB97M-V/def2-TZVPD) results for a structure of composition C9H9NOS2 in a non-equilibrium geometry.

```
22
Properties=species:S:1:pos:R:3
C -3.2190 -1.8936 0.0110
C -1.8471 -2.3511 0.1797
C -3.5589 -0.5300 -0.0855
C -0.9071 -1.3775 0.2451
C -2.4585 0.3753 -0.0149
C -1.1330 -0.0291 0.0826
C 3.1696 1.7896 -0.0945
C 3.4467 0.4795 0.6018
C 2.5612 0.5218 -0.6650
N 1.2981 0.1673 -0.4613
O -1.4062 2.5571 0.0009
S -2.7367 2.0401 -0.3468
S 0.1695 1.1081 0.1680
H -3.9872 -2.6492 0.0679
H -1.6474 -3.3500 0.3514
H -4.5691 -0.2211 -0.2107
H 0.2005 -1.5436 0.2013
H 2.4403 2.4969 0.4641
H 3.9107 2.2937 -0.5802
H 4.3384 -0.1598 0.2244
H 2.9437 0.1272 1.4669
H 2.9915 0.1483 -1.6062
```

multiplicity	3
LUMO level (alpha / beta)	0.748 / -1.692	eV
E_tot	-34681.5019	eV

These are the natural (NBO) partial charges, in e, on atoms 1 to 8: -0.195, -0.184, -0.214, -0.208, -0.304, -0.219, -0.434, -0.407

---

DFT (ωB97M-V/def2-TZVPD) results for an isolated molecule of C5H5N in a non-equilibrium geometry.

```
11
Properties=species:S:1:pos:R:3
C 1.9777 0.1119 -0.3238
C 0.9030 -0.5891 -0.7865
C -2.0164 0.0791 -0.3749
C 1.0314 0.5115 0.6460
C 0.2457 -0.7126 0.5638
N -1.5779 -0.4981 0.6325
H 2.9000 0.5006 -0.6955
H -3.0869 0.2515 -0.4221
H -1.4336 0.4282 -1.2286
H 0.6376 1.4996 0.8237
H 0.4193 -1.5826 1.1654
```

SMILES	C=N[C@H]1C2=C[C@@H]21
energy relative to the best compared isomer or geometry (same formula, charge and spin)	588.2	kJ/mol
LUMO level	0.574	eV
E_tot	-6749.8120	eV

These are the natural (NBO) partial charges, in e, on atoms 1 to 8: -0.221, -0.049, -0.096, -0.122, -0.147, -0.379, 0.233, 0.172